[1]
80
Properties=species:S:1:pos:R:3:forces:R:3:lowdin_spin:R:1 method="wB97M-V/def2-TZVPD" total_energy_ev=-168494.361 spin_multiplicity=2 e_homo_ev="-13.1 / -13.1" charge=+2 s2=0.75 homo_lumo_gap_ev="4.98 / 4.44" relative_energy_kcal_mol=141.7 largest_force_ev_per_a=3.8 lumo_energy_ev="-8.121 / -8.663"
C -1.772786 -9.075323 -0.390518 0.03 -0.11 -0.57 0.00
C -0.711643 -8.489146 -1.106247 -0.17 -0.23 -0.65 0.00
C -0.023441 -9.246517 -2.075604 -0.75 -0.12 0.31 0.00
C -0.412304 -10.576577 -2.240871 0.02 0.18 0.04 0.00
N -1.376973 -11.152868 -1.524375 -0.34 0.13 0.09 0.00
C -2.069433 -10.415936 -0.644979 0.55 0.28 -0.30 0.00
C -0.372291 -7.106009 -0.927944 1.11 1.60 0.69 0.00
C 0.073235 -5.987271 -0.661718 -1.16 -3.55 0.80 0.00
C 0.216619 -4.761669 0.005560 -0.30 0.81 -0.78 0.00
C -0.901788 -3.918704 -0.211062 0.99 1.23 -0.80 0.00
C -0.604336 -2.544541 -0.403239 -1.48 -0.11 0.39 0.00
C 0.694714 -2.064827 -0.209355 0.84 -0.91 -0.03 0.02
C 1.661591 -2.887803 0.386840 0.84 -0.21 0.60 0.00
C 1.442784 -4.273943 0.537620 -0.50 0.42 -0.78 0.00
Cu 0.745949 -1.482382 -2.289544 -0.88 0.67 1.78 0.01
P -0.901849 0.346048 -2.691486 -0.16 -1.17 0.88 0.00
H 0.688354 -8.788618 -2.752827 0.11 -0.07 0.27 0.00
H -2.431124 -8.495395 0.248490 0.34 -0.02 0.09 0.00
H 0.049684 -11.192630 -3.020000 -0.09 0.17 0.38 0.00
H -2.919540 -10.888649 -0.150485 0.33 0.00 -0.09 0.00
H 2.161192 -5.049294 0.906661 -0.34 1.24 -0.51 0.00
H -1.899904 -4.357901 -0.476386 1.20 0.65 0.23 0.00
H 2.624036 -2.435637 0.636934 -0.38 -0.32 0.23 0.00
H -1.416399 -1.905782 -0.717893 0.13 0.25 0.16 0.00
C -0.394396 2.113606 -2.614308 -0.16 -0.30 0.26 0.00
C -0.214541 2.707239 -4.005414 0.15 0.25 0.18 0.00
H 0.471686 2.237286 -1.934005 -0.35 -0.15 -0.51 0.00
H -1.252052 2.590383 -2.089414 0.51 -0.14 -0.33 0.00
H -0.053507 3.773064 -3.874238 0.05 0.18 -0.33 0.00
H 0.650721 2.289641 -4.557053 -0.51 0.16 0.27 0.00
H -1.141873 2.558353 -4.570163 0.39 0.14 -0.16 0.00
C -0.492794 -0.446802 -4.341911 -0.65 1.42 0.09 0.00
C -1.340023 -1.701649 -4.577398 0.29 -0.19 -0.34 0.00
H 0.592201 -0.675685 -4.382927 -0.74 0.33 -0.46 0.00
H -0.731669 0.379963 -5.041421 0.44 -0.93 -0.41 0.00
H -0.864163 -2.287519 -5.373860 -0.29 0.06 0.10 0.00
H -1.461656 -2.391284 -3.709507 0.10 0.62 -0.31 0.00
H -2.318018 -1.378536 -4.930039 -0.10 -0.34 0.11 0.00
C -2.787959 0.433368 -2.687736 0.61 -0.38 -0.05 0.00
C -3.418128 1.175182 -3.876791 -0.27 -0.16 0.11 0.00
H -3.105927 0.879597 -1.725740 0.29 -0.21 -0.56 0.00
H -3.130731 -0.616575 -2.672932 0.07 0.38 0.02 0.00
H -4.501639 0.978793 -3.830259 0.34 0.23 -0.18 0.00
H -3.267836 2.265066 -3.825787 -0.01 -0.44 -0.05 0.00
H -3.055300 0.790543 -4.846041 -0.14 0.25 0.37 0.00
Br 2.060876 0.323050 -0.077528 -1.93 -1.44 -0.17 -0.02
P 4.093361 -1.179317 -2.462870 -0.37 -1.17 1.39 0.60
C 2.838175 -0.129960 -3.187556 -0.62 0.56 -0.14 0.08
C 3.331947 0.536070 -4.453861 0.43 -0.04 -1.11 0.03
H 2.516950 0.609191 -2.436828 0.21 -0.37 -0.26 0.01
H 1.933826 -0.717801 -3.461195 0.80 -0.05 0.04 0.00
H 2.540363 0.736051 -5.173889 -0.23 -0.15 0.10 0.00
H 3.798703 1.496432 -4.286923 0.25 0.15 0.34 0.00
H 4.057137 -0.107418 -4.957751 -0.05 0.18 -0.19 0.01
C 4.767118 -0.518299 -0.923072 1.02 -0.01 0.82 0.09
C 6.273094 -0.588249 -0.743299 0.95 0.29 -0.46 0.02
H 4.295621 -1.145891 -0.157328 0.07 -0.01 -0.17 0.02
H 4.469548 0.486850 -0.628656 -0.28 -0.01 -0.90 0.00
H 6.574473 -0.004583 0.126116 -0.20 -0.04 0.06 0.00
H 6.622495 -1.587430 -0.581238 0.21 -0.68 0.05 0.00
H 6.853674 -0.181105 -1.582629 -0.34 -0.04 0.10 0.00
C 3.569111 -2.997347 -2.191629 0.45 0.28 -0.37 0.08
C 4.322378 -3.990853 -3.093518 0.07 -0.32 -0.13 0.01
H 2.474945 -3.069959 -2.356758 0.43 0.11 -0.02 0.01
H 3.746931 -3.301673 -1.145471 0.02 0.67 -0.36 0.01
H 4.087624 -5.012719 -2.755335 0.07 0.37 -0.10 0.00
H 4.013556 -3.925379 -4.140183 0.09 0.10 0.12 0.00
H 5.417519 -3.875139 -3.042394 -0.46 0.05 0.05 0.00
C -2.943133 0.454715 1.144915 -0.53 -0.04 -0.10 0.00
C -1.736309 0.045081 1.874684 1.20 -0.31 0.88 0.00
N -0.595067 -0.261692 1.320251 0.23 0.06 -1.13 0.00
C 0.312155 -0.538760 2.300130 -0.84 0.14 1.34 0.00
C -0.293340 -0.405793 3.521053 -0.20 0.03 -0.82 0.00
N -1.600556 -0.033965 3.231490 0.04 -0.08 0.06 0.00
H -3.588733 -0.408688 0.962863 -0.14 0.12 0.00 0.00
H -3.494104 1.195463 1.719849 -0.18 0.03 -0.09 0.00
H -2.669616 0.885214 0.177894 0.06 -0.06 0.35 0.00
H 1.344970 -0.763382 2.114994 -0.07 -0.09 0.08 0.00
H 0.136645 -0.530794 4.494698 -0.33 0.06 0.30 0.00
H -2.365029 0.087331 3.876024 0.19 0.09 0.19 0.00

***

[2]
92
Properties=species:S:1:pos:R:3:forces:R:3:lowdin_charge:R:1 method="wB97M-V/def2-TZVPD" total_energy_ev=-92278.193 e_homo_ev=-3.1 charge=-2 homo_lumo_gap_ev=7.34 relative_energy_kcal_mol=30.5 largest_force_ev_per_a=1.4 lumo_energy_ev=4.241
Cd 0.134534 0.109573 1.854859 -0.85 -0.82 -0.36 1.38
O -2.550211 -0.654756 5.382164 -0.05 0.12 -0.07 0.04
C -2.167667 -0.522152 4.225068 0.11 -0.12 0.05 -0.47
N -1.084169 -1.052083 3.604475 -0.04 0.08 0.00 0.04
C -0.358216 -2.052683 4.150013 -0.27 0.08 -0.03 -0.51
O -0.432114 -2.587149 5.248380 0.06 -0.06 -0.08 0.03
C 0.607963 -2.653322 3.125779 -0.02 -0.19 0.06 -0.21
C 1.307573 -3.812298 3.438760 -0.01 -0.05 -0.02 -0.01
C 2.088453 -4.404616 2.460843 -0.06 0.12 0.00 -0.08
C 2.141144 -3.826487 1.199376 0.00 -0.04 -0.02 -0.06
C 1.420959 -2.664760 0.972561 0.03 -0.08 -0.07 -0.12
N 0.681425 -2.098630 1.919838 0.29 -0.40 0.10 0.03
C -2.980680 0.346211 3.275627 -0.20 -0.03 -0.10 -0.24
C -3.613614 1.492778 3.739383 0.06 0.06 0.06 -0.03
C -4.260507 2.311896 2.830090 0.00 -0.03 0.06 -0.09
C -4.304042 1.932309 1.497997 0.04 -0.03 0.00 -0.08
C -3.709954 0.728780 1.145239 -0.07 0.04 -0.03 -0.16
N -3.059154 -0.044213 2.003163 0.11 -0.07 0.09 0.10
H 1.201618 -4.218545 4.434489 0.01 0.02 0.01 0.11
H 2.645492 -5.310348 2.671569 0.00 0.00 0.02 0.09
H 2.730956 -4.265047 0.404714 -0.02 0.02 -0.02 0.09
H 1.394607 -2.163977 0.010982 0.05 0.03 0.02 0.08
H -3.552836 1.742589 4.790072 0.03 -0.02 0.00 0.11
H -4.706794 3.243742 3.155637 0.02 0.01 -0.02 0.10
H -4.758453 2.565031 0.746650 -0.03 -0.03 -0.01 0.09
H -3.737278 0.368256 0.121923 0.01 0.05 -0.03 0.09
C 1.858813 2.493232 -0.158781 0.11 -0.15 0.34 -0.15
S 2.631120 1.828411 1.324171 1.17 0.80 -0.11 0.37
O 2.070690 2.573548 2.442003 -0.33 -0.12 -0.07 -0.40
O 4.067118 2.060076 1.192223 -0.16 -0.26 -0.24 -0.37
O 2.303228 0.384418 1.367015 0.17 0.24 -0.23 -0.46
H 1.445419 3.463595 0.109280 -0.06 -0.01 -0.02 0.05
H 1.082041 1.802755 -0.482992 -0.07 0.03 -0.07 0.02
H 2.632712 2.603034 -0.913338 -0.01 -0.08 -0.06 0.05
S -1.214745 4.769587 1.979971 -0.13 0.83 0.04 0.43
C -0.946125 3.179669 1.924024 0.03 -0.93 -0.07 -1.02
N -0.780511 2.025634 1.868796 -0.24 0.73 0.01 -0.02
C -1.651092 -2.830235 -4.300094 0.03 0.17 0.20 -0.03
C -2.134401 -2.438094 -2.894774 -0.23 -0.27 -0.06 -0.66
C -1.614616 -3.442439 -1.858635 0.02 0.37 -0.04 -0.03
C -3.665974 -2.437640 -2.869635 0.16 0.07 0.05 -0.04
O -1.732649 -1.119048 -2.599402 0.14 0.09 -0.02 -0.12
Si -0.277454 -0.505619 -2.026275 -0.25 -0.11 -0.29 0.00
O -0.200745 -0.373722 -0.482018 0.17 0.16 0.56 -0.33
O 0.837109 -1.545314 -2.717734 -0.02 0.06 0.02 -0.13
C 2.180271 -1.341564 -3.105345 0.35 -0.05 -0.15 -0.65
C 2.933575 -0.442993 -2.124085 -0.23 0.02 -0.02 -0.02
C 2.837304 -2.724990 -3.148530 -0.10 0.13 0.09 -0.03
C 2.210597 -0.717865 -4.507803 -0.20 -0.10 0.14 -0.03
O -0.085428 0.916073 -2.887905 -0.03 -0.08 0.06 -0.12
C -1.027482 1.965400 -3.059196 -0.17 0.31 -0.16 -0.64
C -0.226671 3.253247 -3.257743 0.00 -0.18 0.06 -0.03
C -1.860761 1.676603 -4.317936 0.19 -0.09 0.16 -0.03
C -1.954726 2.117504 -1.851881 0.24 -0.22 0.00 -0.03
H -1.879946 -3.877700 -4.513322 -0.02 0.00 -0.01 0.08
H -0.574958 -2.673550 -4.350431 0.04 -0.06 -0.05 0.07
H -2.133118 -2.198740 -5.050533 0.01 0.00 0.00 0.08
H -2.061913 -4.424621 -2.026967 0.04 -0.02 0.03 0.08
H -1.861821 -3.087239 -0.856035 -0.02 -0.06 0.01 0.09
H -0.530500 -3.511989 -1.932089 0.07 -0.09 0.02 0.07
H -4.053894 -3.429184 -3.115180 -0.04 0.01 0.00 0.08
H -4.045796 -1.714301 -3.594152 -0.01 0.00 0.00 0.08
H -4.013977 -2.149320 -1.876427 -0.02 -0.03 0.00 0.08
H 2.707889 -0.709988 -1.092052 0.05 -0.03 0.05 0.07
H 2.622078 0.591944 -2.263494 0.01 0.07 0.03 0.07
H 4.011479 -0.513098 -2.281945 0.01 0.04 -0.02 0.09
H 2.875799 -3.149785 -2.142958 0.00 -0.01 -0.01 0.07
H 3.855047 -2.644117 -3.536632 0.02 -0.05 0.00 0.08
H 2.259325 -3.395081 -3.788764 0.00 0.01 0.00 0.08
H 1.625502 0.201072 -4.488071 0.05 0.05 -0.04 0.07
H 1.752116 -1.402161 -5.227067 0.03 0.01 -0.02 0.08
H 3.234010 -0.499811 -4.822017 0.01 -0.01 0.01 0.08
H 0.502998 3.112519 -4.058558 -0.01 0.02 -0.01 0.08
H 0.305957 3.502639 -2.340213 0.02 0.04 0.01 0.07
H -0.892624 4.078967 -3.517684 0.02 0.03 0.01 0.08
H -1.219169 1.690156 -5.203042 -0.01 -0.02 0.00 0.08
H -2.655596 2.416540 -4.440972 0.02 0.02 0.00 0.08
H -2.298744 0.684695 -4.216027 -0.08 -0.02 -0.05 0.07
H -1.375693 2.231084 -0.933505 -0.04 0.03 0.01 0.07
H -2.562837 1.217316 -1.750636 -0.09 0.04 0.04 0.07
H -2.602714 2.987329 -1.976754 -0.02 -0.01 0.00 0.09
C 1.606781 3.212124 5.397459 -0.07 -0.08 -0.09 -0.05
N 2.526244 2.091546 5.192266 -0.08 0.04 0.02 -0.20
C 3.854869 2.473110 4.723647 0.15 0.11 -0.03 -0.07
C 1.991266 1.013116 4.622866 -0.04 -0.14 0.12 -0.29
N 1.534283 0.032713 4.215504 0.20 0.15 0.13 0.19
H 2.030794 3.868923 6.159514 -0.03 -0.01 -0.01 0.08
H 0.647816 2.826706 5.738831 0.02 0.02 0.06 0.09
H 1.446311 3.759448 4.466050 0.04 0.03 -0.02 0.08
H 4.379873 2.971632 5.542520 0.00 -0.01 0.02 0.08
H 3.791032 3.131170 3.853353 0.00 -0.08 0.07 0.07
H 4.406219 1.582557 4.430495 0.00 0.00 0.01 0.09

***

[3]
87
Properties=species:S:1:pos:R:3:forces:R:3:lowdin_charge:R:1 method="wB97M-V/def2-TZVPD" total_energy_ev=-84075.338 e_homo_ev=-8.5 homo_lumo_gap_ev=8.74 smiles="CCOCCO[C@@]1([PH2]=O)NC(=O)[C@](CCN(CC)C(C)=O)(C[C@H](C)Cl)[C@H]1P(N)O.Fc1ccccc1.Fc1ccccc1" largest_force_ev_per_a=4.0 lumo_energy_ev=0.261
C 3.945323 1.113708 0.607986 -0.17 0.22 -0.17 -0.05
C 4.436085 -0.286773 0.200864 0.11 1.43 0.18 -0.29
O 3.473244 -1.299105 0.398838 0.21 -0.34 -0.28 -0.13
C 2.884668 -1.680925 -0.831614 -0.06 0.30 0.09 -0.18
C 1.936140 -2.863696 -0.671552 0.79 -0.12 -0.52 -0.13
O 0.552919 -2.535968 -0.892974 0.34 0.45 0.38 -0.08
C -0.206269 -2.414092 0.246286 -1.80 -0.23 1.74 -0.58
P -0.744205 -4.120615 0.845703 0.87 -1.16 -0.10 0.78
O 0.397251 -4.976909 1.234673 0.46 -0.04 0.08 -0.43
N 0.463716 -1.824410 1.440950 -0.42 -0.17 -1.10 0.13
C 0.252914 -0.390009 1.327985 -1.77 -2.75 -2.22 -0.40
O 0.907478 0.372869 1.891637 2.00 2.87 1.95 0.18
C -0.971705 -0.068791 0.403765 0.76 0.97 0.42 -0.33
C -0.590331 0.845582 -0.778537 0.65 -0.99 -0.36 -0.07
C -0.149544 0.163737 -2.097789 -0.57 1.27 0.10 -0.15
N -0.641038 1.004944 -3.232833 0.65 -0.21 -0.06 -0.08
C 0.409540 0.983647 -4.293509 -0.72 0.61 -0.20 -0.23
C 1.479872 2.068551 -4.101432 0.44 -0.91 0.00 -0.07
C -1.822947 0.421843 -3.814446 -0.95 2.04 0.98 -0.54
C -3.117787 1.209710 -3.853349 0.87 0.82 -0.41 0.01
O -1.819136 -0.646964 -4.293196 0.39 -3.11 -1.27 0.11
C -1.823898 0.826141 1.367233 0.05 -1.19 -0.83 -0.16
C -3.243260 1.074404 0.853347 -0.34 0.69 0.71 -0.67
C -3.486405 2.485707 0.339307 0.14 0.11 -0.55 -0.12
Cl -4.388686 0.847997 2.264494 0.09 -0.28 -0.28 0.62
C -1.471823 -1.489722 0.161537 -0.48 -1.10 -0.26 -0.33
P -2.791786 -1.777851 -1.119688 -0.53 1.60 -1.16 0.88
N -4.177810 -2.201272 -0.159037 0.63 -0.44 0.07 -0.17
O -2.389703 -3.210288 -1.836618 -0.15 -0.09 0.81 -0.30
H 3.580801 1.690672 -0.245788 -0.17 -0.11 -0.03 0.07
H 4.764260 1.703207 1.020167 0.10 -0.08 0.04 0.07
H 3.151214 1.082478 1.352051 0.06 -0.20 0.04 0.06
H 5.348372 -0.458234 0.763001 -0.17 -0.64 0.27 0.10
H 4.745475 -0.205068 -0.845442 0.00 -0.38 -0.08 0.11
H 3.666620 -1.963942 -1.548175 0.10 -0.02 0.09 0.12
H 2.385886 -0.804761 -1.265828 -0.20 -0.22 -0.06 0.11
H 2.202561 -3.571532 -1.454797 -0.33 -0.10 -0.09 0.13
H 2.135440 -3.367823 0.271113 -0.33 0.13 0.17 0.12
H -1.478467 -4.779340 -0.165787 -0.34 0.66 0.12 0.02
H -1.598471 -3.956739 1.972220 -0.29 0.51 -0.44 0.03
H -0.149456 -2.162889 2.183948 0.74 0.23 0.66 0.11
H 0.254547 1.452104 -0.441204 -0.14 0.18 0.12 0.13
H -1.384081 1.546618 -1.014488 -0.19 -0.14 0.00 0.09
H -0.475040 -0.869791 -2.216237 0.10 0.00 0.03 0.09
H 0.932492 0.206287 -2.164504 0.06 -0.26 0.06 0.09
H -0.097582 1.172100 -5.241117 -0.01 -0.04 -0.04 0.11
H 0.821101 -0.024765 -4.366561 0.17 0.03 -0.07 0.12
H 2.436193 1.572250 -3.920261 0.09 0.22 0.16 0.06
H 1.610615 2.627676 -5.023206 -0.07 0.24 0.03 0.07
H 1.276997 2.739796 -3.271090 -0.18 0.02 -0.04 0.07
H -2.894676 2.251624 -4.095393 -0.07 0.10 0.37 0.08
H -3.694892 0.829065 -4.687887 -0.32 -0.29 0.21 0.08
H -3.646240 1.140668 -2.904723 -0.03 -0.01 0.02 0.06
H -1.826387 0.308977 2.324834 -0.31 0.24 0.19 0.11
H -1.282276 1.762747 1.468882 -0.01 0.06 0.20 0.13
H -3.577206 0.359926 0.105740 0.15 -0.10 0.05 0.04
H -3.134793 2.608957 -0.688000 0.13 -0.18 0.00 0.07
H -4.545565 2.722442 0.310305 -0.09 0.01 0.16 0.07
H -2.951263 3.226686 0.928257 -0.13 0.01 0.24 0.09
H -2.004945 -1.723398 1.096474 -0.09 -0.21 -0.17 0.10
H -4.823330 -1.423867 -0.089784 -0.07 -0.11 -0.07 0.01
H -4.658901 -3.006109 -0.545769 -0.04 0.00 0.20 0.03
H -3.089924 -3.475353 -2.449800 0.31 0.17 -0.11 0.06
F 7.437872 0.124664 -0.158254 0.09 0.04 -0.03 0.05
C 8.039797 -0.998263 -0.601446 0.13 -0.32 -0.12 -0.28
C 9.396672 -0.974211 -0.853990 0.14 0.21 0.04 -0.02
C 10.018832 -2.128852 -1.305773 -0.14 -0.07 0.00 -0.08
C 9.278088 -3.285462 -1.507951 0.06 -0.08 -0.04 -0.10
C 7.913571 -3.290383 -1.253216 0.14 0.09 0.00 -0.08
C 7.286566 -2.142169 -0.791369 -0.21 0.04 0.03 -0.01
H 9.955300 -0.060561 -0.697495 -0.04 0.00 0.02 0.12
H 11.083153 -2.125621 -1.500724 -0.01 0.03 0.00 0.10
H 9.765754 -4.183627 -1.864315 -0.01 0.01 0.01 0.10
H 7.334921 -4.190484 -1.414202 -0.01 0.02 0.03 0.11
H 6.226156 -2.131478 -0.580278 0.02 0.00 0.02 0.10
F -8.577887 5.101785 7.082770 -0.03 0.02 0.02 0.06
C -7.748445 4.406413 6.281320 0.19 -0.16 -0.18 -0.29
C -6.393797 4.410855 6.548575 0.11 0.12 0.19 -0.02
C -5.542050 3.689879 5.723980 -0.16 -0.03 -0.09 -0.08
C -6.051538 2.984520 4.641574 0.10 -0.07 -0.05 -0.11
C -7.416083 2.995818 4.386488 0.11 0.06 0.10 -0.08
C -8.274091 3.706874 5.213426 -0.24 0.00 -0.06 -0.02
H -6.015405 4.972978 7.392480 -0.04 -0.01 0.00 0.12
H -4.478923 3.678749 5.926028 -0.01 0.02 0.01 0.11
H -5.385000 2.425856 3.996633 -0.07 0.11 0.09 0.02
H -7.813784 2.449496 3.540927 -0.01 0.00 0.02 0.10
H -9.341569 3.721103 5.035663 0.01 0.03 0.03 0.12